a | A single C5H10ClN molecule. Source: OMol25; level of theory: the ωB97M-V functional and the def2-TZVPD basis.

Its gap between HOMO and LUMO is 9.875 eV. Its SMILES is NC[C@H]1C[C@H](Cl)C1. The calculation puts the molar mass at 119.59 g mol⁻¹. The HOMO energy is -9.19 eV. As for the LUMO energy: 0.683 eV.

Each line ends with the natural charge from an NBO analysis.
Cartesian coordinates (Å):
N: 0.274 1.711 -0.900  -0.853
C: -0.591 0.700 -1.431  -0.189
C: -0.709 -0.574 -0.372  -0.260
C: 0.681 -1.128 -0.110  -0.472
C: 0.699 -0.439 1.236  -0.133
Cl: 1.475 -1.599 2.564  -0.155
C: -0.849 -0.104 1.151  -0.430
H: -0.237 2.106 0.058  0.371
H: 1.214 1.349 -0.877  0.370
H: -1.560 1.158 -1.568  0.194
H: -0.283 0.027 -2.452  0.194
H: -1.346 -1.292 -1.002  0.225
H: 0.908 -2.196 -0.214  0.254
H: 1.410 -0.790 -0.981  0.198
H: 1.320 0.429 1.533  0.232
H: -0.965 1.194 1.137  0.179
H: -1.441 -0.550 2.228  0.273

---

b | 2 unconnected molecules or ions with the total composition C5H10ClN. Source: OMol25; level of theory: the ωB97M-V functional and the def2-TZVPD basis.

Its gap between HOMO and LUMO is 9.944 eV. Its SMILES is CC1=NCCC1.Cl. The calculation puts the molar mass at 119.59 g mol⁻¹. The HOMO energy is -9.31 eV. As for the LUMO energy: 0.632 eV.

Each line ends with the natural charge from an NBO analysis.
Cartesian coordinates (Å):
C: -0.534 -0.839 1.827  -0.651
C: 0.332 -0.452 0.660  0.318
N: 1.554 -0.397 0.703  -0.426
C: 2.195 -0.015 -0.500  -0.243
C: 1.046 0.231 -1.528  -0.453
C: -0.193 -0.106 -0.784  -0.492
H: -0.258 -0.411 2.768  0.236
H: -0.618 -1.861 1.804  0.227
H: -1.463 -0.309 1.577  0.208
H: 2.923 -0.844 -0.922  0.202
H: 2.726 0.909 -0.155  0.210
H: 1.338 -0.443 -2.466  0.210
H: 0.974 1.250 -2.048  0.221
H: -0.915 0.728 -0.699  0.215
H: -0.747 -1.059 -1.172  0.217
Cl: -4.263 2.199 0.993  -0.275
H: -4.097 1.421 -0.056  0.275

---

c | A single C5H10ClN molecule. Source: OMol25; level of theory: the ωB97M-V functional and the def2-TZVPD basis.

Its gap between HOMO and LUMO is 9.869 eV. Its SMILES is C/C(=C\CCl)CN. The calculation puts the molar mass at 119.59 g mol⁻¹. The HOMO energy is -9.03 eV. As for the LUMO energy: 0.841 eV.

Each line ends with the natural charge from an NBO analysis.
Cartesian coordinates (Å):
C: -0.476 -1.484 0.019  -0.657
C: 0.208 -0.099 0.179  0.045
C: 0.965 0.544 -0.693  -0.238
C: 1.101 0.241 -2.176  -0.360
Cl: -0.247 1.264 -2.973  -0.115
C: 0.078 0.439 1.589  -0.254
N: -1.363 0.695 1.912  -0.843
H: -0.334 -1.861 -1.019  0.215
H: -0.113 -2.206 0.727  0.222
H: -1.591 -1.374 0.128  0.222
H: 1.354 1.496 -0.340  0.207
H: 1.146 -0.787 -2.475  0.223
H: 2.019 0.805 -2.427  0.223
H: 0.381 -0.204 2.406  0.200
H: 0.636 1.301 1.796  0.199
H: -1.894 -0.121 1.988  0.351
H: -1.871 1.351 1.359  0.361

---

The least stable of the structures above is a, whereas c is the most stable.